Here is a molecular structure, C21H51FGaIN7O3P2 in a non-equilibrium geometry from OMol25. Energies are from the ωB97M-V functional and the def2-TZVPD basis.

Geometry (Å):
H 4.411 0.522 0.003
C 1.991 1.564 0.430
N 2.705 4.620 -0.751
H 3.108 -4.499 2.294
C -4.880 1.432 -0.591
H 2.202 5.981 -2.278
N 3.283 2.183 0.705
H 0.669 4.076 -0.614
C 2.666 4.998 -2.157
H 0.405 -5.502 -0.687
H -5.331 -0.257 -3.415
H -1.730 -3.113 1.491
O -2.506 -0.170 -1.342
H 1.789 0.767 1.147
H 1.174 2.273 0.562
H -1.092 -6.369 1.455
H -1.748 4.382 -3.262
F -1.017 -3.703 4.599
C -0.970 -3.299 2.263
C -3.174 0.118 -4.824
C -0.129 -6.730 1.064
H 4.625 3.263 2.868
H 5.255 1.575 1.151
H -5.017 -1.035 -1.848
H -2.597 0.123 -5.755
H -6.388 0.066 -2.081
H -1.560 -1.584 -3.401
H -4.915 2.799 -3.717
N -2.312 0.383 -3.700
H 3.028 -2.730 2.025
C -3.001 -4.346 3.359
P -2.816 1.040 -2.202
H 2.919 3.711 2.673
C 3.941 4.050 2.532
H -0.708 -0.627 -4.633
C 5.489 5.142 1.079
C 0.746 -7.461 2.090
O 3.910 2.692 -1.607
C 1.397 4.761 -0.160
H 2.104 4.271 -2.759
P 3.883 3.458 -0.293
H 0.000 -7.187 3.917
H -3.941 4.235 -3.885
H 1.933 1.137 -0.574
C -5.339 -0.108 -2.337
C 2.161 -3.311 3.817
H -3.373 -5.365 3.181
C -1.210 -0.578 -3.663
H -4.556 3.787 -2.286
H -2.029 3.901 -1.573
H 1.763 -6.009 0.320
C 2.480 -3.606 2.405
H 4.000 0.487 1.734
I 0.989 -2.015 -0.673
H -0.460 -0.283 -2.933
H -3.351 -3.983 4.337
H -0.890 3.002 -2.591
C -4.148 3.388 -3.222
H 6.315 4.440 1.237
C -1.449 -4.260 3.380
H -4.313 2.322 -0.294
H 4.070 4.912 3.196
H -0.380 -7.484 0.301
H 1.024 5.782 -0.298
H 1.411 4.594 0.918
H -4.658 0.638 0.132
C 2.120 -3.113 5.004
Ga 0.754 -3.807 1.285
N 0.909 -7.045 3.472
H 5.616 5.598 0.091
N 4.184 4.468 1.158
H -3.445 -3.699 2.595
H 1.051 -6.031 3.505
H -5.940 1.691 -0.520
H 3.672 5.068 -2.567
H 5.564 5.945 1.815
H -3.662 -0.861 -4.739
O 1.313 -8.462 1.745
C 0.727 -5.629 0.357
H -0.784 -2.330 2.757
N -2.924 2.625 -3.031
H -1.002 -5.256 3.334
C -1.850 3.529 -2.588
N -4.536 1.040 -1.952
C 4.280 1.135 0.901
H 2.034 -3.012 6.062
H -3.941 0.885 -4.947

Properties
2S+1 = 1
HOMO energy = -0.1845 hartree
electronic energy = -4444.7001 Eh
charge = -1
F_max = 6.677 eV/Å

Here is 3 unconnected molecules or ions with the total composition C21H51FIN8O5P2 in a non-equilibrium geometry from OMol25. Energies are from the ωB97M-V functional and the def2-TZVPD basis.

Geometry (Å):
H 0.740 4.886 -3.757
C -2.670 1.839 2.155
C 3.531 -4.566 2.168
O -0.839 -2.633 4.173
H 0.086 0.574 3.745
C 0.870 1.910 2.400
C -4.991 1.181 3.406
H -5.842 1.577 2.728
C 5.171 -6.926 -1.571
C -1.982 4.192 -5.558
H 0.116 -5.865 0.685
H 0.293 -6.597 -0.918
H -2.856 2.351 -1.088
H -0.946 3.969 2.480
H -1.317 1.844 -4.433
H 2.704 -6.388 3.633
H -5.439 0.237 3.907
O -0.344 0.249 0.630
F 1.177 -1.988 3.299
C -1.078 3.394 3.480
H -4.287 3.260 -4.273
C -0.482 6.610 -1.798
H 1.800 1.253 2.190
H -2.301 3.199 -5.889
C 5.341 -4.945 -0.338
C -0.755 2.305 -3.612
N -0.268 0.996 2.853
H 0.597 2.523 1.479
H 6.341 -5.013 -0.780
I -4.556 2.574 5.020
C -1.471 1.829 3.225
H -1.965 3.922 4.003
P 2.966 -6.525 -0.013
H -3.445 1.905 -2.698
C 2.388 -6.578 2.605
H -0.226 1.484 -3.114
H 2.641 -4.067 2.565
H 6.265 -6.927 -1.596
H -4.072 0.182 1.597
H -1.301 6.941 -1.148
C -3.715 0.681 2.570
H -2.263 4.893 -6.354
H -4.436 4.544 -5.475
N -0.943 -1.454 2.108
H -3.229 2.843 2.311
C -0.512 -0.072 1.839
H 0.028 2.935 -4.023
H 4.897 -7.988 -1.559
O 2.737 -7.164 -1.398
H 2.133 3.507 3.524
H 4.822 -4.149 -0.880
H 2.440 -7.660 2.445
C 1.247 2.789 3.704
H 1.520 -3.507 0.742
C 0.123 5.778 -3.898
N 4.631 -6.214 -0.401
H -0.217 -4.927 -0.777
C 0.446 -5.679 -0.343
C -0.239 -2.070 3.232
H 4.821 -6.475 -2.510
O -1.833 4.685 -1.101
H -2.348 1.829 1.060
H -1.879 1.387 4.215
H -0.220 5.879 -4.925
H -1.967 -1.560 2.170
N 1.853 -5.267 -0.379
H -4.650 4.924 -3.769
H 2.929 -3.435 -0.345
C -2.545 2.026 -2.087
N 3.228 -5.877 1.625
H 0.799 6.634 -3.800
N -0.981 5.844 -2.951
P -2.167 4.622 -2.608
H -2.089 1.041 -1.964
H 1.621 2.052 4.521
H 1.339 -6.268 2.520
H 5.567 -4.660 0.687
O 0.137 3.549 4.253
H -3.186 -0.118 3.220
H -0.899 4.183 -5.545
H 0.023 7.534 -2.091
H 4.005 -3.865 1.491
H 1.325 -3.328 -0.990
H 4.227 -4.682 3.009
N -2.636 4.598 -4.325
C 1.925 -3.836 -0.225
N -1.625 2.994 -2.688
C -4.071 4.316 -4.472
H 0.231 6.020 -1.204

Properties
2S+1 = 1
HOMO energy = -0.3403 hartree
electronic energy = -2724.5997 Eh
charge = +1
F_max = 9.065 eV/Å

Here is 3 unconnected molecules or ions with the total composition C21H51I2N4O8P2S in a non-equilibrium geometry from OMol25. Energies are from the ωB97M-V functional and the def2-TZVPD basis.

Geometry (Å):
H -0.762 1.100 0.350
H 4.579 -2.699 3.190
C -0.724 2.054 0.881
H 12.132 0.220 2.464
H -12.427 0.704 -3.712
H 0.615 5.611 -3.339
C -6.476 -1.057 -0.858
H 1.645 0.092 1.095
H 2.883 -2.132 1.275
C 9.224 0.026 4.491
S 4.527 -0.528 2.079
H -0.368 1.880 1.899
O -7.736 0.640 -2.466
C 10.735 -0.385 4.153
N 6.321 -1.724 3.865
H -5.919 -0.699 -1.727
H -9.764 -3.649 -4.007
H -4.048 1.305 -1.585
H 2.783 0.578 -0.318
H 9.341 -2.284 2.686
H 7.993 -4.054 5.249
H -7.504 -3.724 -4.996
H -5.976 -1.967 -0.518
O -7.805 -1.412 -1.220
H 11.224 -1.308 2.204
H 10.381 0.294 1.994
H 0.114 4.034 0.619
H -6.852 -0.486 1.187
N 7.770 -6.041 4.388
H -1.749 2.431 0.942
H 6.057 -0.837 4.319
C 8.004 -3.941 2.972
N 8.402 -2.514 3.027
H 8.783 -6.176 4.363
C 7.662 -1.512 3.415
H 5.831 -2.579 1.899
C 0.053 5.564 -4.273
O -1.115 5.337 -1.420
H 0.053 6.555 -4.731
O -2.316 2.370 -1.817
H -5.601 3.135 -2.149
H -12.087 -0.827 -2.877
H -10.248 1.631 -2.767
C 0.172 3.044 0.156
H 7.225 -4.136 2.177
P -1.557 3.895 -1.654
C 2.317 -0.263 0.270
H 1.211 2.709 0.222
C -10.796 0.809 -2.295
C -7.673 -3.151 -4.082
H 9.236 1.132 4.711
H 1.656 -0.839 -0.448
H -11.450 1.242 -1.535
O -1.377 3.865 -3.300
C 7.545 -4.565 4.359
C -11.636 0.064 -3.318
H -7.362 -3.749 -3.224
H 6.420 -4.451 4.406
H -3.832 2.622 -0.427
O -9.416 -2.102 -2.717
H -9.424 -2.103 -4.788
H 4.093 -1.654 -0.041
N 8.266 -0.190 3.367
O -0.152 3.127 -1.223
H -7.131 0.811 0.049
C -6.478 -0.036 0.265
H 7.378 -6.447 3.529
C 11.123 -0.263 2.622
C -3.711 2.338 -1.478
I 11.332 -2.356 4.944
H -1.823 4.851 -5.027
H 7.532 0.520 3.480
H 8.910 -4.529 2.635
C -4.538 3.244 -2.371
H -4.268 4.296 -2.228
H -7.027 -2.268 -4.112
H -4.368 3.008 -3.423
C 3.414 -1.277 0.769
O -9.893 -0.058 -1.621
H -11.019 -0.267 -4.160
H -5.469 0.341 0.447
C -1.367 5.072 -4.058
C -9.134 -2.759 -3.961
H -1.989 5.834 -3.585
C 5.378 -2.021 2.759
I 8.647 -0.958 6.351
H 11.393 0.342 4.713
P -8.585 -0.629 -2.456
H 0.596 4.878 -4.928

Properties
2S+1 = 1
HOMO energy = -0.4114 hartree
electronic energy = -3327.6716 Eh
charge = +1
F_max = 8.653 eV/Å